Entry from OMol25: a 10-piece molecular cluster, C34H55FNO24 overall at a distorted geometry (the ωB97M-V functional and the def2-TZVPD basis).

The geometry in XYZ format:
```
115
Properties=species:S:1:pos:R:3:forces:R:3:lowdin_charge:R:1
F 4.78897 15.29864 -18.70305 0.221 0.021 -0.170 -0.528
C 4.84068 17.37752 -15.98590 -0.464 1.220 2.064 0.001
C 3.90701 18.52248 -15.36390 0.983 -0.823 -1.877 -0.208
C 2.52810 18.64231 -16.10124 2.129 0.097 -0.649 -0.117
O 1.58389 18.25541 -15.15961 -0.344 -0.643 1.563 0.046
C 2.21488 17.90514 -13.97209 -3.381 -1.831 2.623 -0.497
O 1.62156 17.40961 -12.98517 2.087 2.102 -3.772 0.098
O 3.49713 18.14990 -14.03556 1.399 0.509 -0.111 0.104
H 5.81127 17.29354 -15.43339 -0.703 0.565 -0.564 0.091
H 4.99589 17.51052 -17.05373 -0.197 -0.160 0.111 0.044
H 4.34509 16.46702 -15.71228 -0.418 -0.704 -0.516 0.059
H 4.51228 19.43760 -15.44365 -0.590 0.004 0.839 0.144
H 2.59080 17.96940 -16.95227 -0.503 -0.320 -0.018 0.096
H 2.34378 19.62954 -16.51867 -0.132 0.246 0.369 0.121
C 9.87695 13.08147 -19.44355 1.097 0.537 0.501 -0.003
C 8.64669 13.18719 -18.59422 1.821 1.462 -0.329 -0.372
C 7.40355 13.22959 -19.41526 0.210 2.204 -1.113 -0.103
O 6.70938 12.12008 -18.97281 -2.866 0.801 -1.876 0.131
C 7.35721 11.48621 -18.09250 2.334 -4.810 3.100 -0.576
O 7.04936 10.39237 -17.64933 0.099 1.807 -0.334 0.123
O 8.56811 12.07207 -17.77408 -1.932 -1.551 0.018 0.099
H 10.01754 12.11034 -19.87590 -0.496 -0.656 -0.429 0.095
H 10.70348 13.15724 -18.75477 0.660 0.283 0.088 0.083
H 9.99295 13.83152 -20.22742 -0.224 0.106 0.158 0.079
H 8.70972 14.00341 -17.87511 0.057 0.576 -0.431 0.136
H 7.60975 13.19183 -20.51458 -0.278 -0.354 0.853 0.149
H 6.88941 14.17172 -19.18986 -0.674 -0.361 -0.237 0.110
C -0.13549 16.49522 -17.67037 -0.109 0.095 -3.795 -0.003
C 0.56946 15.11770 -17.74328 0.018 3.367 2.500 -0.249
C 2.06333 15.18283 -17.43955 0.002 -3.604 -0.394 -0.076
O 2.07477 14.85196 -16.03389 1.766 1.077 0.009 0.063
C 0.88335 14.48407 -15.57920 -0.934 -1.022 2.354 -0.552
O 0.67509 14.09882 -14.43273 0.362 0.947 -2.841 0.131
O -0.02698 14.59773 -16.56139 0.133 -2.201 0.886 0.069
H 0.07639 17.16203 -16.84056 0.668 -0.297 0.043 0.083
H -1.20369 16.31897 -17.65496 -0.281 -0.244 0.194 0.079
H 0.00849 16.96666 -18.68407 0.121 0.299 1.122 0.088
H 0.42617 14.51037 -18.58420 -0.944 -0.652 -1.152 0.113
H 2.64540 15.97959 -17.81116 0.354 1.773 0.611 0.078
H 2.68255 14.37716 -17.94555 -1.071 0.456 0.468 0.107
C 1.19929 12.12443 -20.43369 -0.587 0.371 -0.964 -0.001
C 2.15147 12.71865 -21.46131 -0.003 1.810 3.083 -0.311
C 3.48998 13.30599 -20.78771 -2.224 1.510 0.035 -0.059
O 4.48217 12.66652 -21.51832 2.645 1.189 0.485 0.074
C 4.03422 11.77827 -22.33276 0.083 -3.716 -1.701 -0.556
O 4.68811 11.00109 -23.02567 -1.426 2.209 1.359 0.121
O 2.68934 11.70003 -22.18689 0.088 -1.700 -2.529 0.091
H 0.41225 11.51483 -20.90728 0.692 -0.193 0.092 0.103
H 0.62769 12.82307 -19.83774 0.247 0.612 0.062 0.070
H 1.86601 11.62799 -19.80048 0.205 -1.518 1.287 0.055
H 1.55800 13.44950 -21.98704 0.438 0.365 -1.144 0.140
H 3.57725 13.10295 -19.72284 0.080 -0.322 -0.007 0.104
H 3.62960 14.40187 -20.87065 -0.169 -0.571 -0.052 0.116
C 4.94420 10.67837 -15.19872 -0.127 0.397 -2.375 -0.001
C 3.83600 11.67513 -15.59795 1.869 0.333 -0.089 -0.305
C 3.69805 11.96607 -17.10556 3.423 -0.877 0.436 -0.131
O 2.39368 11.75528 -17.44860 -0.724 1.744 -1.177 0.091
C 1.75699 11.39522 -16.37478 -2.022 -2.605 1.380 -0.600
O 0.60977 11.07281 -16.37289 -0.574 0.473 0.123 0.163
O 2.58117 11.15193 -15.34282 -1.355 0.043 0.813 0.117
H 4.86273 10.31370 -14.20955 -0.382 -0.145 1.118 0.067
H 5.94234 11.15147 -15.30149 -0.625 -0.376 -0.080 0.067
H 4.82979 9.83406 -15.91396 0.484 0.313 0.544 0.098
H 4.01018 12.60578 -15.05657 -0.400 0.113 0.221 0.142
H 4.25227 11.25918 -17.67374 0.851 -0.935 -0.405 0.123
H 4.15424 12.88556 -17.37201 -0.381 1.482 -0.391 0.090
C 6.00565 17.03806 -22.08811 0.645 -1.122 1.786 0.009
C 6.64606 15.64053 -22.02015 -1.963 -0.401 -1.273 -0.320
C 6.49515 14.79770 -23.30635 -0.843 1.550 -1.554 -0.080
O 7.79802 14.26966 -23.48275 0.238 -1.040 -0.427 0.075
C 8.68930 14.83876 -22.65762 0.048 0.717 -0.598 -0.561
O 9.87757 14.68957 -22.69844 -0.904 -0.127 0.311 0.147
O 8.03579 15.71026 -21.85572 1.178 0.326 0.756 0.076
H 6.12668 17.52656 -21.10886 -0.317 -0.232 -0.195 0.072
H 4.95602 17.04696 -22.36739 0.075 -0.190 -0.169 0.087
H 6.62763 17.58097 -22.73243 0.507 1.052 -1.386 0.071
H 6.21059 15.01299 -21.27621 -0.212 -0.017 1.280 0.109
H 6.22218 15.43433 -24.21522 0.680 -0.505 1.002 0.149
H 5.69758 14.03464 -23.31158 0.810 -0.029 0.542 0.125
C 3.43362 17.84053 -19.92405 1.230 -1.529 1.926 -0.054
O 2.14668 18.26442 -19.50691 -2.343 0.704 -0.104 -0.014
C 1.96366 19.55483 -19.30185 7.450 6.044 0.939 -0.476
O 3.05768 20.42821 -19.19909 -6.015 -4.932 -0.607 -0.075
O 0.75435 20.04031 -19.16548 -1.070 -1.021 0.377 -0.010
C 0.49143 21.38555 -18.63137 -0.499 0.455 -0.685 -0.011
H 3.74353 18.38599 -20.75016 0.840 1.600 -1.070 0.063
H 3.45105 16.80049 -20.26690 -0.867 -0.013 0.489 0.075
H 4.12499 17.82633 -19.03703 -0.472 0.414 -1.132 0.091
H 1.07390 22.13416 -19.20283 -0.498 -0.544 0.131 0.096
H 0.77322 21.50740 -17.59132 0.323 -0.568 0.139 0.080
H -0.64310 21.57628 -18.66457 1.854 -0.657 -0.416 0.118
C 7.77345 14.40280 -11.71180 0.198 -1.094 2.956 -0.110
O 7.53053 15.07533 -12.85358 -1.393 0.966 -4.506 0.013
C 7.06562 14.35621 -13.91797 -1.305 -7.576 0.429 -0.393
O 6.93969 12.97523 -13.96664 1.222 7.700 0.971 -0.050
O 6.62135 15.07598 -14.90234 0.429 0.544 0.133 0.012
C 6.10990 14.43126 -16.11090 -1.202 0.414 0.343 -0.001
H 8.66499 14.77482 -11.22977 0.171 0.630 0.093 0.093
H 7.99687 13.40222 -11.92864 0.040 -1.669 -0.221 0.069
H 6.93335 14.43521 -10.98916 0.277 0.140 -0.513 0.117
H 6.26977 13.38534 -16.11793 0.933 -0.955 0.175 0.064
H 6.51523 14.95793 -16.95441 0.153 0.196 -0.260 0.065
H 5.00859 14.49972 -16.17377 0.573 0.611 0.346 0.082
C 9.60431 18.33464 -17.41821 -0.483 -1.435 -1.449 -0.089
C 8.53884 17.26486 -17.54180 -0.309 -1.608 0.992 -0.256
C 7.44095 17.65197 -18.53193 0.972 0.746 -1.140 -0.191
C 6.83989 18.95792 -18.24752 1.237 -2.403 -0.370 -0.261
N 6.34732 19.94408 -18.00880 -1.149 2.495 0.633 0.179
H 9.82405 18.58315 -18.45531 -0.068 1.165 0.122 0.086
H 10.53894 18.00848 -17.05258 0.913 -0.776 0.787 0.058
H 9.20716 19.03357 -16.74540 -0.208 1.840 0.260 0.063
H 8.07397 17.05471 -16.55973 0.129 0.197 -0.280 0.103
H 8.96708 16.27885 -17.82487 -0.236 0.605 -0.220 0.103
H 6.61630 16.95641 -18.59580 -0.213 -0.684 -0.098 0.073
H 7.93553 17.76623 -19.54077 -0.641 -0.313 0.764 0.129
```
Positions in Å, forces in eV/Å.

Results
* Kohn-Sham gap: 0.34888 Ha
* F_max: 0.187 Eh/bohr
* net charge: -1
* HOMO: -7.6 eV
* spin multiplicity: 1

---

Entry from OMol25: C47H43F9FeN2O2PS2 as an isolated structure at a distorted geometry (the ωB97M-V functional and the def2-TZVPD basis).

The geometry in XYZ format:
```
107
Properties=species:S:1:pos:R:3:forces:R:3:lowdin_spin:R:1
Fe 0.22993 -0.23772 0.00652 2.195 -0.411 1.168 1.625
C 0.96481 0.03417 2.26944 0.030 -0.337 -0.394 -0.120
C 0.67212 1.35189 1.85821 0.237 0.220 -0.490 0.003
C 1.59636 1.68480 0.82886 -0.688 -0.198 0.263 -0.132
C 2.51729 0.59526 0.67444 -0.177 -0.118 -0.256 -0.040
C 2.15248 -0.41588 1.55305 -0.771 0.007 0.229 -0.044
C 2.87977 -1.66991 1.89616 0.192 -0.006 -0.021 -0.003
C 3.71680 0.66942 -0.20505 0.236 -0.092 0.008 -0.004
C 1.75093 3.02280 0.19670 0.173 -0.031 -0.040 -0.020
C -0.09932 2.39569 2.60358 -0.052 0.093 0.058 0.005
C 0.39584 -0.68744 3.44982 0.095 0.209 0.117 -0.018
H 3.46121 -1.52121 2.80968 0.035 -0.004 0.037 -0.001
H 3.56024 -1.97539 1.10144 -0.035 0.000 0.062 0.000
H 2.19367 -2.49769 2.07215 0.017 -0.008 0.008 -0.001
H 3.44680 0.86350 -1.24501 0.049 0.035 0.065 -0.001
H 4.29415 -0.25306 -0.16981 0.016 0.025 0.011 0.000
H 4.36810 1.48564 0.11507 0.017 0.032 0.043 -0.002
H 1.78769 2.94312 -0.89128 -0.002 0.041 0.014 -0.005
H 2.69283 3.47851 0.51621 0.013 0.015 0.036 -0.007
H 0.93977 3.69368 0.46319 -0.105 0.060 0.011 0.000
H -0.93257 2.81808 2.04594 0.041 0.036 -0.003 0.001
H 0.56818 3.22398 2.84745 0.037 0.021 0.036 0.001
H -0.48442 2.00931 3.54562 -0.044 0.012 0.022 0.000
H 0.22886 -1.74172 3.24869 0.014 -0.027 0.046 -0.003
H -0.54504 -0.25032 3.78317 -0.019 0.009 -0.001 0.000
H 1.09296 -0.64166 4.29125 0.012 0.033 0.024 -0.007
C -2.32016 -1.65316 1.34951 -0.049 0.166 0.066 -0.001
N -1.22749 -1.82365 0.38214 -0.222 0.268 -0.160 -0.024
C -1.84719 -2.07844 -0.93495 -0.020 -0.072 -0.156 0.001
C -0.47880 -3.02434 0.80002 0.138 0.071 -0.030 -0.001
C 0.74083 -3.14403 -0.04876 -0.061 0.214 -0.033 -0.013
C 1.31258 -4.38139 -0.32606 -0.073 0.100 0.128 -0.005
C 2.46102 -4.45413 -1.08865 0.117 -0.044 -0.051 0.006
C 3.01196 -3.28096 -1.58195 0.023 -0.035 -0.010 -0.006
C 2.41993 -2.05385 -1.31708 -0.301 0.073 0.024 -0.012
C 1.26315 -1.94053 -0.53596 -0.186 -0.143 -0.452 -0.143
H -2.93464 -2.56071 1.37453 0.000 0.009 -0.002 -0.001
H -2.95730 -0.81375 1.08003 0.072 -0.064 -0.059 0.000
H -1.91718 -1.48400 2.34607 0.004 0.034 -0.010 0.000
H -2.56938 -2.89973 -0.85150 0.002 0.005 -0.021 0.000
H -1.08561 -2.34406 -1.66251 0.019 0.010 -0.004 0.000
H -2.35237 -1.18389 -1.28677 0.010 0.047 -0.033 0.000
H -1.11896 -3.91729 0.75705 -0.011 0.105 -0.080 0.000
H -0.20587 -2.87753 1.84667 0.007 -0.098 -0.027 0.000
H 0.85572 -5.28619 0.05887 -0.035 -0.004 0.011 -0.001
H 2.91463 -5.41170 -1.30731 0.007 -0.010 -0.012 0.000
H 3.90326 -3.32270 -2.19660 0.010 0.026 0.005 -0.001
H 2.87231 -1.17667 -1.74529 0.002 0.095 -0.094 -0.001
F -7.10174 2.22337 4.48555 -0.085 -0.048 -0.136 0.000
C -5.79506 2.44567 4.69572 -0.046 -0.007 0.048 0.000
F -5.69063 3.71564 5.12616 0.081 0.153 -0.034 0.000
F -5.42546 1.66217 5.71992 0.126 -0.115 0.017 0.000
C -4.97105 2.20825 3.45770 0.021 -0.001 0.022 0.000
C -5.45008 2.65065 2.22881 0.021 -0.029 0.098 0.000
C -4.68895 2.46844 1.08887 -0.049 -0.001 0.012 0.001
C -3.44087 1.84561 1.15508 -0.153 0.071 -0.088 0.002
C -2.98589 1.40768 2.39043 0.053 -0.181 -0.029 0.000
C -3.73454 1.58661 3.54266 -0.139 0.076 0.046 0.000
P -2.39205 1.58406 -0.34046 -0.182 0.166 0.041 0.015
C -3.74780 1.51069 -1.57893 0.103 -0.041 -0.084 0.002
C -4.57683 0.39289 -1.57776 0.022 -0.031 0.015 0.001
C -5.61888 0.27953 -2.47882 -0.121 0.040 -0.064 0.000
C -5.84574 1.29686 -3.39323 -0.071 -0.076 -0.080 0.001
C -5.02583 2.41246 -3.40830 -0.089 -0.046 -0.017 0.000
C -3.98212 2.51733 -2.50771 -0.083 -0.002 0.031 0.001
C -6.96906 1.21207 -4.39129 -0.122 0.031 -0.074 0.000
F -7.87316 2.19954 -4.21522 0.040 0.126 0.124 0.000
F -6.53690 1.32608 -5.65525 0.172 0.033 -0.069 0.000
F -7.65138 0.06076 -4.31623 0.028 -0.194 0.131 0.000
C -1.80269 3.29181 -0.64786 0.024 -0.014 0.051 0.000
C -2.10098 4.38121 0.16720 0.074 -0.039 0.135 0.000
C -1.60130 5.63709 -0.12936 0.046 0.063 -0.107 0.000
C -0.82497 5.82229 -1.26746 0.023 0.096 0.011 0.000
C -0.55348 4.75475 -2.10844 0.005 0.032 0.062 0.000
C -1.03439 3.49467 -1.79000 0.094 0.115 0.024 0.000
C -0.27349 7.19595 -1.54703 0.017 0.073 -0.007 0.000
F 0.33252 7.28842 -2.73727 0.015 -0.157 -0.156 0.000
F -1.22914 8.14075 -1.52241 -0.196 -0.011 0.028 0.000
F 0.63570 7.56300 -0.62457 0.099 -0.074 0.183 0.000
H -6.41876 3.12665 2.16456 -0.029 0.020 0.010 0.000
H -5.07444 2.80934 0.13690 0.000 0.007 -0.008 0.000
H -2.02924 0.90421 2.44355 -0.128 -0.026 0.011 0.000
H -3.36669 1.23707 4.49702 0.006 -0.014 0.035 0.000
H -4.42690 -0.40400 -0.86120 0.044 -0.037 0.064 0.000
H -6.25285 -0.59473 -2.46865 -0.020 -0.029 -0.023 0.000
H -5.18994 3.19560 -4.13288 -0.018 0.058 -0.078 0.000
H -3.35285 3.39287 -2.54274 -0.021 0.016 -0.029 0.000
H -2.71722 4.25685 1.04898 0.028 0.006 -0.020 0.000
H -1.82566 6.47530 0.51569 -0.001 0.046 0.024 0.000
H 0.03939 4.89773 -2.99966 0.023 0.022 -0.046 0.000
H -0.81960 2.66439 -2.44258 -0.005 -0.054 -0.051 0.000
O -2.71473 -1.13720 -4.70335 0.042 0.012 0.009 0.000
S -2.01132 0.11263 -4.74007 -0.069 -0.069 -0.063 0.000
O -2.71094 1.28559 -5.17909 -0.042 0.032 0.010 0.000
N -1.31262 0.39555 -3.26710 -0.147 -0.023 0.149 -0.001
C -0.02123 0.43363 -3.35597 0.122 -0.182 -0.148 -0.004
S 1.04209 0.71897 -2.06344 -0.464 -0.175 0.074 -0.043
C 0.53344 0.20973 -4.72724 0.040 0.016 -0.023 -0.002
C 1.85281 0.18768 -5.14745 -0.055 -0.015 0.034 -0.001
C 2.10640 -0.06133 -6.48955 -0.011 0.005 0.025 0.000
C 1.06686 -0.28824 -7.38560 -0.040 -0.007 -0.018 0.000
C -0.25708 -0.27260 -6.96179 0.078 -0.018 0.017 0.000
C -0.48617 -0.02480 -5.62653 -0.026 0.034 -0.026 0.000
H 2.65362 0.35423 -4.44021 0.019 0.009 0.008 0.000
H 3.12661 -0.08445 -6.84493 0.052 0.004 -0.018 0.000
H 1.29239 -0.48135 -8.42523 0.003 -0.008 -0.030 0.000
H -1.07083 -0.45146 -7.64665 -0.080 -0.013 -0.077 0.000
```
Positions in Å, forces in eV/Å.

Results
* Kohn-Sham gap (alpha / beta): 0.24326 / 0.30328 Ha
* F_max: 0.049 Eh/bohr
* ⟨S²⟩: 1.182
* energy above the lowest of the compared OMol25 structures with the same formula, charge and spin: 28.44 kcal per mole
* net charge: 0
* HOMO (alpha / beta): -7.8 / -8.3 eV
* spin multiplicity: 2